Record 1
The following is a quantum chemistry calculation of a 4-piece molecular cluster, C25H50FN2O17P3 overall in a non-equilibrium geometry, from OMol25.

Structure (ORCA input):
```
! wB97M-V def2-TZVPD RIJCOSX def2/J DEFGRID3
* xyz 0 1
C 3.71999 -1.15876 1.33472
C 2.38604 -0.64716 0.53043
O 2.48214 0.70613 -0.04192
P 1.43512 0.86579 -1.45292
O 1.09995 2.43598 -1.54935
C -0.26412 0.03161 -0.99183
C -1.30253 0.06975 -2.28610
P -3.16849 0.15598 -1.73259
C -3.22778 -1.74604 -1.88796
O -2.29304 -2.47399 -1.00957
C -2.15156 -3.80579 -1.68656
O -1.59371 -4.84726 -0.81002
C -2.62052 -5.78065 -0.32165
C -2.61312 -5.75499 1.33531
O -3.88896 -5.21723 1.89514
C -4.47784 0.25275 -3.11703
C -5.98912 -0.21338 -2.68672
C -7.01062 0.60697 -1.68477
N -6.47897 -1.43065 -3.17650
C -3.48095 0.15680 0.14862
C -4.65530 -0.85996 0.66823
C -5.52541 -0.07851 1.84660
F -4.08697 -2.08110 1.35194
P -3.04890 2.37495 -1.64168
N -2.64983 3.02492 -3.10556
O -4.57618 3.11609 -1.20657
O -1.77626 2.92615 -0.54597
O 2.14126 0.21124 -2.90410
C 3.61091 0.38840 -2.91252
C 4.11787 1.90526 -2.55133
H 3.91026 -0.54906 2.32079
H 4.69425 -1.21390 0.65733
H 3.50323 -2.28571 1.65962
H 2.18311 -1.41095 -0.36154
H 1.42019 -0.65945 1.22390
H -0.64821 0.62386 -0.05862
H -0.10999 -1.08758 -0.63720
H -1.06194 -0.89212 -2.91692
H -0.97742 0.99045 -2.93319
H -4.30070 -2.22244 -1.73951
H -2.91616 -2.03457 -3.00376
H -1.34860 -3.63911 -2.55338
H -3.14795 -4.09907 -2.23305
H -3.68509 -5.63879 -0.78628
H -2.26622 -6.87732 -0.62123
H -2.53158 -6.87262 1.72007
H -1.66279 -5.18825 1.72697
H -4.36278 -4.65217 1.20660
H -4.57910 1.30398 -3.63789
H -4.11136 -0.49000 -3.97692
H -7.13217 0.10323 -0.61585
H -8.10057 0.55492 -2.16888
H -6.76775 1.74561 -1.56748
H -5.76170 -1.89961 -3.77213
H -2.52348 -0.06693 0.81147
H -3.82051 1.25525 0.46222
H -5.40788 -1.21984 -0.15172
H -6.07544 -0.92155 2.45267
H -6.29394 0.63827 1.32964
H -4.75205 0.45129 2.54796
H -2.53985 2.24390 -3.80369
H -4.95108 3.43709 -2.09813
H -1.92850 2.48869 0.34455
H 4.09467 0.04790 -3.92244
H 4.03120 -0.32311 -2.06643
H 4.31194 2.00674 -1.38107
H 3.37563 2.76254 -2.84059
H 5.14416 2.14229 -3.07128
C 5.15782 5.93977 -0.47121
C 4.28054 5.76631 -1.66841
O 5.02682 6.36874 -2.70873
C 6.33680 6.33976 -2.32563
O 7.27374 6.62175 -3.05385
O 6.46129 5.95328 -1.02232
H 5.04896 5.12227 0.24677
H 4.98135 6.89063 0.04240
H 4.11496 4.71254 -1.91628
H 3.31208 6.25992 -1.54965
C -0.84218 -6.69869 6.36725
C -1.71946 -6.87215 5.17005
O -0.97318 -6.26972 4.12973
C 0.33680 -6.29870 4.51283
O 1.27374 -6.01671 3.78461
O 0.46129 -6.68518 5.81614
H -0.95104 -7.51619 7.08523
H -1.01865 -5.74783 6.88086
H -1.88504 -7.92592 4.92218
H -2.68792 -6.37855 5.28881
C 8.59383 6.09713 2.79370
C 8.44814 4.76396 2.13460
O 7.10275 4.41511 2.39982
C 6.42752 5.58013 2.62444
O 5.21438 5.66620 2.71706
O 7.28657 6.63569 2.73078
H 9.30501 6.74384 2.27250
H 8.89172 6.01407 3.84415
H 8.59305 4.81552 1.05033
H 9.13139 4.01780 2.54941
*
```

Summary:
E_HOMO = -8.577 eV
SMILES string = [H]/N=C(/C)CP(CCP(=O)(OCC)OCC)(COCOCCO)(C[C@H](C)F)P(=N)(O)O.O=C1OCCO1.O=C1OCCO1.O=C1OCCO1
Maximum force = 6.2 eV Å⁻¹
E_tot = -3494.77331 hartree
Gap between HOMO and LUMO = 8.60 eV

---

Record 2
The following is a quantum chemistry calculation of C25H50FeN2O2SbSi4 as an isolated structure in a non-equilibrium geometry, from OMol25.

Structure (ORCA input):
```
! wB97M-V def2-TZVPD RIJCOSX def2/J DEFGRID3
* xyz 2 2
Fe -0.39249 0.24854 0.22127
O -5.28812 -2.99240 -3.15520
C -4.32016 -3.75168 -2.47552
C -3.30739 -2.81731 -1.88394
C -2.14500 -3.30096 -1.29108
C -1.24386 -2.41434 -0.75067
N -1.43502 -1.08822 -0.77259
C -2.56091 -0.61001 -1.33198
C -3.50716 -1.44306 -1.89547
C -2.73187 0.85470 -1.25322
C -3.76785 1.51211 -1.88435
C -3.90954 2.88654 -1.72555
C -5.02667 3.63259 -2.39222
O -5.80701 2.71872 -3.12024
C -2.98577 3.54799 -0.92522
C -1.96746 2.82917 -0.34411
N -1.82250 1.50799 -0.50349
H -5.96099 -3.57382 -3.52381
H -3.80285 -4.45247 -3.13953
H -4.76020 -4.33527 -1.65782
H -1.93505 -4.36133 -1.24841
H -0.33148 -2.75918 -0.28911
H -4.40661 -1.04442 -2.33658
H -4.47399 0.98101 -2.50207
H -4.58761 4.40230 -3.03753
H -5.60789 4.14457 -1.61683
H -6.54783 3.17541 -3.53173
H -3.05000 4.61491 -0.75653
H -1.23062 3.32717 0.26938
C 2.68319 -0.07334 -4.08022
Si 3.59421 -0.74961 -2.60156
C 3.89930 -2.58853 -2.68729
C 5.14838 0.18782 -2.19778
Sb 1.94614 -0.64345 -0.55674
Si 3.22100 -1.65236 1.46420
C 2.89165 -3.48799 1.30692
C 2.43624 -0.92766 3.00470
C 5.04598 -1.25531 1.36937
Si 1.83472 1.95089 -0.12520
C 3.60782 2.52903 0.04697
C 0.86168 2.30485 1.44296
C 1.14085 2.72730 -1.68919
H 3.22362 -0.35313 -4.98902
H 2.62070 1.01594 -4.06009
H 1.67332 -0.47696 -4.15602
H 4.49134 -2.81770 -3.57832
H 2.97064 -3.15613 -2.75096
H 4.46496 -2.94229 -1.82313
H 5.82244 0.04031 -3.04930
H 5.65561 -0.19172 -1.30990
H 5.00146 1.26090 -2.08842
H 1.82155 -3.70697 1.31451
H 3.33885 -4.02079 2.15076
H 3.31978 -3.90438 0.39351
H 1.51662 -1.45682 3.25722
H 2.19363 0.12444 2.87351
H 3.11476 -1.00773 3.85762
H 5.54106 -1.78171 0.55118
H 5.52345 -1.58130 2.29814
H 5.23931 -0.18761 1.26065
H 4.21517 1.89391 0.68872
H 3.63389 3.54017 0.47003
H 4.06855 2.58245 -0.93846
H 1.48493 2.03400 2.29110
H -0.12196 1.85023 1.63946
H 0.70290 3.38754 1.47230
H 1.93839 2.73547 -2.43514
H 0.85073 3.76919 -1.51998
H 0.28691 2.21128 -2.13028
C -1.15981 -1.52388 4.75253
Si -1.35649 0.12184 3.88782
C -0.09144 1.35031 4.51263
C -3.06476 0.83600 4.17970
C -1.41639 -0.31059 2.01606
H -1.19892 -1.36698 5.83367
H -0.20952 -2.01203 4.53462
H -1.96519 -2.21448 4.49615
H -0.39299 1.61139 5.53128
H -0.06350 2.28018 3.95145
H 0.91618 0.94351 4.57167
H -3.21941 1.00125 5.24860
H -3.86055 0.17435 3.83352
H -3.18489 1.80148 3.68114
H -2.34425 0.07733 1.57826
H -1.37795 -1.39113 1.85818
*
```

Summary:
⟨S²⟩ = 0.95
E_HOMO (alpha / beta) = -13.394 / -13.309 eV
Maximum force = 1.8 eV Å⁻¹
E_tot = -3904.07217 hartree
Gap between HOMO and LUMO (alpha / beta) = 6.42 / 6.08 eV

---

Record 3
The following is a quantum chemistry calculation of C25H50I2O7S as an isolated structure, from OMol25.

Structure (ORCA input):
```
! wB97M-V def2-TZVPD RIJCOSX def2/J DEFGRID3
* xyz 0 1
C 7.52946 3.66224 0.35692
O 7.16494 3.44598 -0.98724
C 7.44935 2.13868 -1.45252
C 6.36265 1.70734 -2.41799
C 5.06846 1.33428 -1.68353
C 5.10059 -0.09253 -1.10553
C 4.22672 -1.11074 -1.84381
C 2.74266 -0.70028 -1.96298
C 1.73560 -1.71105 -1.36239
C 0.72894 -1.09762 -0.37140
C -0.72471 -1.48365 -0.64949
C -1.71961 -0.70395 0.23199
C -3.04172 -0.35266 -0.47496
C -3.23595 1.16120 -0.66601
S -3.32938 1.95905 0.99035
O -2.03084 1.71604 -1.23417
C -1.78150 1.44989 -2.55043
O -1.57206 2.30463 -3.34408
C -4.46315 1.54948 -1.50914
I -5.83403 0.02142 -1.92165
C -4.68536 2.79580 -1.93417
C -3.81638 3.99312 -1.64435
I -6.35193 3.30512 -3.08779
H 8.50712 3.22343 0.58690
H 6.78524 3.23204 1.03966
H 7.57728 4.73825 0.51789
H 8.44219 2.10898 -1.91830
H 7.47331 1.43793 -0.60472
H 6.15833 2.51959 -3.11999
H 6.70974 0.84852 -3.00222
H 4.93982 2.05682 -0.87105
H 4.21022 1.47943 -2.34254
H 4.81555 -0.09966 -0.04967
H 6.13844 -0.44191 -1.14139
H 4.64940 -1.29833 -2.83607
H 4.29573 -2.06391 -1.31175
H 2.60344 0.27384 -1.48690
H 2.50715 -0.55536 -3.01972
H 2.30416 -2.49844 -0.86363
H 1.18043 -2.17829 -2.18043
H 0.79502 -0.00455 -0.39119
H 0.98635 -1.40074 0.64862
H -0.85783 -2.55174 -0.45897
H -0.92730 -1.28920 -1.70790
H -1.24189 0.19031 0.63362
H -1.95785 -1.32807 1.09602
H -3.09058 -0.85228 -1.44568
H -3.88579 -0.70717 0.11530
H -4.35699 1.19611 1.38364
H -1.67755 0.37878 -2.77923
H -2.87349 3.92006 -2.18263
H -4.31029 4.91460 -1.93763
H -3.58784 4.03996 -0.57949
C 5.56524 -1.21168 5.86474
O 6.55675 -0.26625 5.50982
C 7.41894 -0.70161 4.47430
C 7.02601 -0.13719 3.12610
O 5.75896 -0.60260 2.69615
C 4.70642 0.31429 2.92469
H 4.81687 -0.68946 6.45856
H 5.08467 -1.64309 4.98354
H 5.99398 -2.01864 6.46893
H 7.44075 -1.79570 4.42746
H 8.42710 -0.35367 4.71852
H 7.76236 -0.45854 2.38290
H 7.03864 0.95784 3.16337
H 4.74069 1.12997 2.19236
H 4.74009 0.73907 3.93053
H 3.76850 -0.22545 2.80029
C -11.93315 -3.36068 0.03734
O -11.42912 -2.16148 0.59464
C -10.10618 -2.27077 1.08793
C -9.08305 -1.72975 0.11327
O -9.03166 -2.48148 -1.08774
C -9.74880 -1.89347 -2.15803
H -12.82311 -3.10359 -0.53473
H -11.20633 -3.83427 -0.62672
H -12.21299 -4.06948 0.82442
H -9.87287 -3.31286 1.33191
H -10.05131 -1.68691 2.01164
H -8.09186 -1.78561 0.57420
H -9.29102 -0.67707 -0.10670
H -9.19880 -1.04339 -2.57818
H -10.73778 -1.55384 -1.84230
H -9.86213 -2.65345 -2.92943
*
```

Summary:
E_HOMO = -8.890 eV
Maximum force = 0.7 eV Å⁻¹
E_tot = -2502.64665 hartree
Gap between HOMO and LUMO = 8.98 eV

---

Record 4
The following is a quantum chemistry calculation of a 7-piece molecular cluster, C25H50N3O14P3S overall in a non-equilibrium geometry, from OMol25.

Structure (ORCA input):
```
! wB97M-V def2-TZVPD RIJCOSX def2/J DEFGRID3
* xyz 0 1
C 3.32717 11.70790 20.95390
C 4.82501 11.60296 21.04252
C 5.22155 11.01638 22.52235
S 3.73677 10.14267 23.10388
O 3.12267 10.84224 24.24662
O 3.98037 8.66573 23.12562
C 2.77765 10.38078 21.53865
H 2.91408 11.81170 19.95057
H 2.97434 12.55445 21.54293
H 5.25628 12.59616 20.91741
H 5.25429 10.89537 20.33320
H 5.44344 11.76470 23.28319
H 5.96620 10.22054 22.50665
H 1.70527 10.41728 21.73038
H 3.12121 9.55391 20.91707
C 0.26461 9.31489 24.27666
O 0.43025 10.70155 23.86735
P -0.69710 11.76774 24.35006
O -2.09264 11.42137 23.93315
O -0.35816 11.97234 25.97214
C -0.91590 11.24048 26.96177
O -0.17066 13.15795 23.66290
C 1.18545 13.53729 23.58890
H -0.51246 9.10735 25.01231
H 1.20685 9.03341 24.74683
H 0.11670 8.65799 23.41952
H -0.14489 11.01976 27.69996
H -1.34035 10.32861 26.54175
H -1.75793 11.82981 27.32478
H 1.88507 12.86589 23.09105
H 1.56680 13.67117 24.60119
H 1.35384 14.51422 23.13575
C 5.29032 9.25330 32.72354
O 6.72290 9.13861 32.78758
P 7.45336 9.48559 34.21655
O 7.77201 10.94703 34.49463
O 8.82940 8.60397 34.09911
C 9.78802 8.92988 33.15043
O 6.59573 8.65604 35.30056
C 6.68195 8.81773 36.71110
H 4.98851 10.08070 32.08135
H 4.77284 9.27223 33.68269
H 4.90319 8.31092 32.33604
H 9.51830 9.79856 32.54979
H 9.89873 8.03129 32.54349
H 10.76396 9.16597 33.57457
H 7.68944 9.16042 36.94699
H 6.40568 7.96553 37.33200
H 5.91332 9.54521 36.97203
C 6.80753 12.69203 31.59838
O 7.50208 13.27327 30.46539
P 8.54837 12.48423 29.49180
O 9.65281 11.88471 30.23669
O 8.94372 13.72800 28.59115
C 9.81635 14.76048 29.11899
O 7.60498 11.45498 28.60965
C 8.12279 10.41227 27.76822
H 7.05192 13.19900 32.53185
H 7.17327 11.67507 31.74022
H 5.71849 12.67248 31.55691
H 10.73658 14.89392 28.55026
H 10.21039 14.62501 30.12620
H 9.26110 15.64385 29.43437
H 9.18801 10.26307 27.94470
H 7.90192 10.52072 26.70635
H 7.51936 9.53364 27.99618
N 5.78032 13.70548 26.69226
C 4.79216 13.95958 25.75973
C 3.67785 14.54108 26.37162
C 4.02010 14.47460 27.76760
C 5.32892 14.10988 27.88884
H 6.67838 13.32040 26.43673
H 4.99088 13.73135 24.72299
H 2.73941 14.92901 26.00389
H 3.41730 14.86847 28.57251
H 5.97384 13.94239 28.73880
N 3.53366 11.23124 27.85710
C 4.15092 10.65189 28.97210
C 3.76445 9.35880 29.06464
C 2.88110 9.04033 27.99714
C 2.72980 10.29913 27.29922
H 3.68693 12.18941 27.57691
H 4.91586 11.22608 29.47367
H 4.28476 8.75565 29.79395
H 2.63982 8.01360 27.76475
H 2.13564 10.52716 26.42665
N 3.92956 5.09810 27.15834
C 4.31079 5.77498 26.02918
C 4.05151 4.94791 24.87888
C 3.66344 3.62467 25.41060
C 3.60697 3.75844 26.80761
H 3.91656 5.41896 28.11593
H 4.56888 6.82254 26.07817
H 4.32888 5.28648 23.89154
H 3.45261 2.78567 24.76404
H 3.54036 3.03108 27.60318
*
```

Summary:
E_HOMO = -7.831 eV
SMILES string = COP(=O)(OC)OC.COP(=O)(OC)OC.COP(=O)(OC)OC.O=S1(=O)CCCC1.c1cc[nH]c1.c1cc[nH]c1.c1cc[nH]c1
Maximum force = 5.5 eV Å⁻¹
E_tot = -3622.58615 hartree
Gap between HOMO and LUMO = 7.99 eV

---

Record 5
The following is a quantum chemistry calculation of C25H51AsB2F4N5O4SSi4Ti as an isolated structure, from OMol25.

Structure (ORCA input):
```
! wB97M-V def2-TZVPD RIJCOSX def2/J DEFGRID3
* xyz 1 3
Ti -0.08580 0.69532 -1.09184
C -2.77212 4.21949 -1.11825
C -1.67167 3.23740 -0.94777
N -1.75195 1.98946 -1.22385
O -2.92523 1.47533 -1.66863
B -2.91702 1.17056 -3.15516
F -4.13504 0.64797 -3.44699
F -2.58123 2.33971 -3.82761
O -1.87466 0.12074 -3.47885
N -0.63509 0.57065 -3.14434
C 0.21947 0.73665 -4.08289
C -0.10484 0.52865 -5.51793
C 1.56037 1.14984 -3.57221
N 1.63362 1.14945 -2.29204
O 2.81025 1.51276 -1.71978
B 2.73220 2.87555 -1.06974
F 2.27750 3.78480 -2.02588
F 3.95825 3.13198 -0.54754
O 1.74765 2.87968 0.07545
N 0.48329 2.63947 -0.36293
C -0.33011 3.62629 -0.42386
C -0.00059 5.02612 -0.05585
C 2.66286 1.54786 -4.48385
H -3.62311 3.75705 -1.60695
H -2.42221 5.05929 -1.72006
H -3.07439 4.61577 -0.14665
H -1.00439 1.09131 -5.76721
H -0.32762 -0.52493 -5.69744
H 0.71576 0.83360 -6.16062
H 0.95968 5.06925 0.44723
H -0.78072 5.44934 0.57835
H 0.05854 5.62933 -0.96480
H 2.95212 0.70438 -5.11466
H 3.51977 1.88967 -3.91447
H 2.32216 2.35107 -5.13930
C 5.02093 -0.66565 -0.36164
Si 4.23185 -2.31106 -0.01049
C 4.01738 -2.58360 1.82302
C 5.24533 -3.70258 -0.72641
C 2.53914 -2.37271 -0.90697
C 2.31378 -3.26564 -1.95157
C 1.12311 -3.27117 -2.67776
C 0.16915 -2.32480 -2.38060
N 0.34649 -1.45863 -1.37362
C 1.47132 -1.50892 -0.64094
S 1.53413 -0.24415 0.59708
H 5.95045 -0.56968 0.20428
H 4.37819 0.17417 -0.09574
H 5.26401 -0.56519 -1.42126
H 5.00621 -2.73023 2.26467
H 3.42700 -3.47411 2.04465
H 3.55932 -1.72682 2.32071
H 6.21457 -3.73002 -0.22414
H 5.43991 -3.56932 -1.79237
H 4.77638 -4.67783 -0.57882
H 3.08276 -3.98232 -2.21199
H 0.95526 -3.98064 -3.47540
H -0.75534 -2.22669 -2.93793
C -1.69074 -2.95128 3.64265
Si -1.16381 -2.71038 1.87167
C -2.35504 -3.44501 0.63847
C 0.52554 -3.46350 1.68406
As -1.13361 -0.34717 1.44230
Si -3.59196 0.10304 1.43604
C -3.71260 1.94943 1.66661
C -4.29041 -0.79133 2.91720
C -4.49056 -0.55043 -0.05028
Si -0.35015 0.70408 3.45184
C 0.10780 2.43978 2.98468
C 1.12507 -0.25897 4.06236
C -1.67975 0.70499 4.75180
H -1.57891 -4.01353 3.87800
H -2.72024 -2.66997 3.84442
H -1.04227 -2.40055 4.32593
H -2.13787 -4.51167 0.53711
H -2.24508 -2.99049 -0.34895
H -3.39609 -3.34297 0.94648
H 0.52044 -4.40494 2.24057
H 1.31667 -2.83334 2.09342
H 0.76563 -3.69053 0.64533
H -3.84112 2.19884 2.72086
H -4.57765 2.32448 1.11554
H -2.83030 2.47185 1.30462
H -3.74107 -0.69070 3.84554
H -4.43766 -1.84849 2.69537
H -5.28275 -0.35026 3.06935
H -4.63846 0.20554 -0.81258
H -5.46749 -0.88423 0.31474
H -4.00492 -1.40732 -0.51842
H 0.87898 2.47568 2.21286
H 0.50933 2.93522 3.87378
H -0.75979 3.01201 2.64683
H 2.02035 -0.05329 3.47457
H 0.95899 -1.33730 4.05804
H 1.32213 0.04276 5.09464
H -2.57435 1.25143 4.45596
H -1.25488 1.21275 5.62323
H -1.96853 -0.29751 5.06553
*
```

Summary:
⟨S²⟩ = 2.01
E_HOMO (alpha / beta) = -10.907 / -11.692 eV
Maximum force = 0.3 eV Å⁻¹
E_tot = -6648.79135 hartree
ΔE to the lowest compared entry with this formula, charge and spin = 11.4 kcal/mol
Gap between HOMO and LUMO (alpha / beta) = 7.68 / 6.33 eV